P.
Density functional theory data (ωB97M-V/def2-TZVPD) for an isolated molecule of C5H8O3S.

Geometry as ORCA input:
```
! wB97M-V def2-TZVPD RIJCOSX def2/J DEFGRID3
* xyz 0 1
H -0.818 1.043 -2.813
C 0.075 -1.022 1.728
O 1.761 2.329 -0.705
C 0.389 -0.255 0.459
H 0.789 -1.942 2.051
C 1.067 -0.819 -0.739
H -0.953 -1.498 1.568
H -1.509 0.872 0.324
O 1.735 -0.212 0.106
O -0.429 3.421 -1.039
S 0.355 2.201 -0.957
H -0.167 -0.351 2.563
H 0.296 0.211 -2.465
C 0.219 1.278 -2.467
H 0.524 2.117 -3.169
C -0.380 1.119 0.399
H -0.139 1.692 1.314
*
```

Properties
* HOMO-LUMO gap: 10.263 eV
* HOMO energy: -9.78 eV



Q.
Density functional theory data (ωB97M-V/def2-TZVPD) for an isolated molecule of C5H8O3S.

Geometry as ORCA input:
```
! wB97M-V def2-TZVPD RIJCOSX def2/J DEFGRID3
* xyz 0 1
H 1.911 1.815 -0.814
C -1.924 -1.530 -0.157
H -1.668 -2.140 0.659
H -2.285 -2.030 -0.998
H 1.778 2.365 0.706
H 0.859 -1.788 0.222
C 0.608 -0.800 0.134
C -0.674 -0.604 -0.626
O -2.007 0.609 1.362
C 1.374 1.538 0.014
C 1.567 0.169 0.319
S -2.074 0.179 -0.046
H 3.225 0.594 1.184
H -0.712 -0.627 -1.804
H 0.334 1.657 -0.230
O -3.012 0.807 -0.970
O 2.701 -0.215 1.044
*
```

Properties
* HOMO-LUMO gap: 9.593 eV
* structure (SMILES): C/C(O)=C\[C@H]1CS1(=O)=O
* HOMO energy: -9.06 eV



Relative energies, in eV, with the most stable structure set to zero: P 2.185; Q 0.000.